This record from the Open Molecules 2025 dataset describes C4H7NO as an isolated structure. The level of theory is ωB97M-V/def2-TZVPD.

Positions of all 13 atoms, in Å:
O: 1.834 -0.072 1.019
H: 0.020 -2.008 -0.322
C: -0.047 -0.894 -0.528
C: -1.335 -0.495 0.151
H: -0.033 -0.760 -1.585
H: -0.757 -0.438 1.601
H: -2.218 -1.135 -0.202
N: -1.804 1.983 -0.518
C: 1.287 0.425 -0.157
C: -1.661 0.875 -0.248
H: 0.913 1.485 -0.052
H: 1.710 0.489 1.786
H: 2.091 0.544 -0.943

frontier orbital gap	0.371	hartree
total energy	-7794.6991	eV
relative energy (zero: lowest compared OMol25 entry of this formula, charge and spin)	114.04	kcal per mole
highest occupied orbital energy	-9.87	eV
F_max	4.70	eV/Å

Atom charges from the Mulliken analysis, given in e for atoms 1 to 5: atom 1 (O): -0.5039, atom 2 (H): 0.2862, atom 3 (C): -0.6929, atom 4 (C): -0.2360, atom 5 (H): 0.3647

This record from the Open Molecules 2025 dataset describes a single C4H7NO molecule. The level of theory is ωB97M-V/def2-TZVPD.

Positions of all 13 atoms, in Å:
H: 2.519 0.862 1.262
N: 1.376 -0.136 -0.075
C: -2.258 -0.472 -0.572
H: -1.459 -1.419 1.428
H: 1.431 1.879 0.464
C: 2.039 1.067 0.390
H: -2.941 -1.341 -0.597
H: 2.843 1.345 -0.456
C: -1.196 -0.848 0.444
C: 0.176 -0.260 0.302
H: -2.867 0.451 -0.257
O: 2.179 -0.888 -0.784
H: -1.840 -0.241 -1.551

frontier orbital gap	0.329	hartree
total energy	-7793.4891	eV
SMILES string	CC=C=[N+](C)[O-]
relative energy (zero: lowest compared OMol25 entry of this formula, charge and spin)	141.95	kcal per mole
highest occupied orbital energy	-8.73	eV
F_max	7.36	eV/Å

Atom charges from the Mulliken analysis, given in e for atoms 1 to 5: atom 1 (H): 0.3422, atom 2 (N): 0.3320, atom 3 (C): -0.8684, atom 4 (H): 0.2886, atom 5 (H): 0.3724

This record from the Open Molecules 2025 dataset describes C4H7NO as an isolated structure. The level of theory is ωB97M-V/def2-TZVPD.

Positions of all 13 atoms, in Å:
C: 1.748 0.073 0.079
H: 0.713 1.887 -0.745
C: -0.241 -0.151 -0.302
C: -1.633 -0.295 0.265
O: 2.926 0.063 -0.165
H: 1.057 -1.911 0.052
H: -1.661 -0.042 1.328
C: 0.618 1.101 0.004
H: -2.316 0.370 -0.276
H: -0.250 -0.316 -1.388
H: 0.377 1.524 0.985
H: -1.993 -1.323 0.142
N: 0.842 -0.955 0.315

frontier orbital gap	0.394	hartree
total energy	-7798.7621	eV
relative energy (zero: lowest compared OMol25 entry of this formula, charge and spin)	20.35	kcal per mole
highest occupied orbital energy	-9.80	eV
F_max	0.52	eV/Å

Atom charges from the Mulliken analysis, given in e for atoms 1 to 5: atom 1 (C): 0.4425, atom 2 (H): 0.2733, atom 3 (C): 0.3950, atom 4 (C): -1.3091, atom 5 (O): -0.5795

This record from the Open Molecules 2025 dataset describes a 2-piece molecular cluster, C4H7NO overall. The level of theory is ωB97M-V/def2-TZVPD.

Positions of all 13 atoms, in Å:
H: -1.208 -0.666 1.817
C: -0.662 -1.072 0.960
H: 1.367 0.444 -0.994
H: 0.190 2.510 -1.462
H: 0.705 2.843 -1.040
H: 1.505 -1.728 0.892
N: -1.729 0.212 -1.103
C: 0.684 -0.058 -0.318
C: 0.882 -0.831 0.965
O: -1.374 0.909 -2.034
H: -0.949 -2.117 0.808
H: 1.235 -0.219 1.802
C: -0.648 -0.229 -0.291

frontier orbital gap (spin up / spin down)	0.310 / 0.310	hartree
total energy	-7794.1720	eV
SMILES string	O=NC1=CCC1.[H][H]
relative energy (zero: lowest compared OMol25 entry of this formula, charge and spin)	126.20	kcal per mole
highest occupied orbital energy (spin up / spin down)	-9.17 / -9.17	eV
F_max	0.51	eV/Å

Atom charges from the Mulliken analysis, given in e for atoms 1 to 5: atom 1 (H): 0.2508, atom 2 (C): -0.3754, atom 3 (H): 0.4756, atom 4 (H): -0.2267, atom 5 (H): 0.2283

This record from the Open Molecules 2025 dataset describes a single C4H7NO molecule. The level of theory is ωB97M-V/def2-TZVPD.

Positions of all 13 atoms, in Å:
H: -1.049 -0.436 1.502
H: 1.644 0.584 -1.503
C: 0.901 0.719 -0.725
H: 0.837 1.212 1.421
N: -0.887 -0.578 0.516
H: 0.918 -1.441 -0.229
C: 1.314 0.543 0.706
O: -3.111 -0.569 -0.042
H: -1.554 -0.658 -1.383
H: 0.143 1.469 -0.931
C: -1.938 -0.604 -0.344
H: 2.325 0.252 0.964
C: 0.458 -0.493 0.049

frontier orbital gap	0.398	hartree
total energy	-7798.3461	eV
SMILES string	O=CNC1CC1
relative energy (zero: lowest compared OMol25 entry of this formula, charge and spin)	29.94	kcal per mole
highest occupied orbital energy	-9.78	eV
F_max	0.38	eV/Å

Atom charges from the Mulliken analysis, given in e for atoms 1 to 5: atom 1 (H): 0.2454, atom 2 (H): 0.2433, atom 3 (C): -0.5235, atom 4 (H): 0.2800, atom 5 (N): -0.1831

This record from the Open Molecules 2025 dataset describes a 2-piece molecular cluster, C4H7NO overall. The level of theory is ωB97M-V/def2-TZVPD.

Positions of all 13 atoms, in Å:
N: -0.156 -0.624 -1.416
H: -1.457 -0.848 1.156
H: 1.339 -2.224 -1.842
H: 1.494 -1.443 -0.171
C: 1.161 -1.361 -1.204
C: -0.997 1.320 1.141
H: -0.117 1.951 1.283
C: 0.903 -0.067 -1.790
H: -1.775 1.610 1.855
H: -1.407 1.455 0.135
H: 1.216 0.856 -2.261
C: -0.643 -0.124 1.361
O: 0.439 -0.502 1.752

frontier orbital gap	0.396	hartree
total energy	-7796.3564	eV
SMILES string	C1=NC1.CC=O
relative energy (zero: lowest compared OMol25 entry of this formula, charge and spin)	75.82	kcal per mole
highest occupied orbital energy	-9.76	eV
F_max	0.56	eV/Å

Atom charges from the Mulliken analysis, given in e for atoms 1 to 5: atom 1 (N): -0.4232, atom 2 (H): 0.3242, atom 3 (H): 0.2272, atom 4 (H): 0.1797, atom 5 (C): -0.2820

This record from the Open Molecules 2025 dataset describes C4H7NO as an isolated structure. The level of theory is ωB97M-V/def2-TZVPD.

Positions of all 13 atoms, in Å:
O: 0.174 1.985 -0.683
H: -2.419 -1.000 0.061
H: -2.068 0.468 -0.903
H: -0.179 -0.602 1.261
H: -2.143 0.541 0.840
C: -0.328 -0.250 0.236
N: 0.805 -0.893 -0.585
H: 2.107 -0.021 0.937
H: 2.565 0.523 -0.731
H: 1.078 -1.812 -0.243
C: 0.482 0.983 -0.099
C: 1.750 0.170 -0.090
C: -1.823 -0.090 0.000

frontier orbital gap	0.382	hartree
total energy	-7797.3192	eV
relative energy (zero: lowest compared OMol25 entry of this formula, charge and spin)	53.62	kcal per mole
highest occupied orbital energy	-9.67	eV
F_max	0.67	eV/Å

Atom charges from the Mulliken analysis, given in e for atoms 1 to 5: atom 1 (O): -0.5511, atom 2 (H): 0.3481, atom 3 (H): 0.3013, atom 4 (H): 0.2598, atom 5 (H): 0.2994

This record from the Open Molecules 2025 dataset describes a single C4H7NO molecule. The level of theory is ωB97M-V/def2-TZVPD.

Positions of all 13 atoms, in Å:
C: -0.064 -0.913 0.108
H: -0.699 -0.047 -1.775
N: 0.573 -0.144 1.197
C: 0.698 1.167 1.071
C: 0.106 0.060 -1.046
H: -1.550 -1.813 0.999
H: 1.063 -0.137 -1.539
H: 0.727 2.182 -0.862
H: 0.836 -0.611 2.056
H: -0.860 1.828 -0.188
O: -1.436 -1.120 0.336
H: 0.454 -1.872 -0.028
C: 0.151 1.421 -0.328

frontier orbital gap	0.325	hartree
total energy	-7797.2187	eV
relative energy (zero: lowest compared OMol25 entry of this formula, charge and spin)	55.94	kcal per mole
highest occupied orbital energy	-8.22	eV
F_max	0.62	eV/Å

Atom charges from the Mulliken analysis, given in e for atoms 1 to 5: atom 1 (C): -0.0012, atom 2 (H): 0.3274, atom 3 (N): -0.0282, atom 4 (C): -0.4831, atom 5 (C): -0.6624

This record from the Open Molecules 2025 dataset describes C4H7NO as an isolated structure. The level of theory is ωB97M-V/def2-TZVPD.

Positions of all 13 atoms, in Å:
H: 1.669 1.455 -0.551
C: -1.661 -0.354 0.332
H: 0.145 1.841 0.626
H: -1.498 -0.222 1.408
N: 0.757 -1.004 0.065
H: 1.113 -1.834 -0.403
C: 1.546 0.104 0.238
H: -2.427 0.355 0.001
H: -2.046 -1.372 0.169
H: -0.519 -0.298 -1.515
O: 2.746 0.355 0.170
C: -0.362 -0.144 -0.446
C: 0.537 1.117 -0.093

frontier orbital gap	0.394	hartree
total energy	-7796.4379	eV
relative energy (zero: lowest compared OMol25 entry of this formula, charge and spin)	73.94	kcal per mole
highest occupied orbital energy	-9.80	eV
F_max	4.27	eV/Å

Atom charges from the Mulliken analysis, given in e for atoms 1 to 5: atom 1 (H): 0.2803, atom 2 (C): -1.3123, atom 3 (H): 0.2649, atom 4 (H): 0.3287, atom 5 (N): -0.3622

This record from the Open Molecules 2025 dataset describes a single C4H7NO molecule. The level of theory is ωB97M-V/def2-TZVPD.

Positions of all 13 atoms, in Å:
N: -1.583 0.923 0.416
H: -2.493 -0.530 -0.977
H: 2.873 -0.472 -0.047
H: 0.721 -1.229 -0.744
C: -1.736 -0.377 -0.218
H: -1.349 0.815 1.399
H: -0.518 1.036 -1.420
H: -1.529 -1.241 0.413
C: -0.548 0.454 -0.499
O: 1.131 -0.450 1.168
H: 2.277 1.204 0.435
C: 2.036 0.161 0.251
C: 0.718 -0.294 -0.178

frontier orbital gap	0.394	hartree
total energy	-7796.3074	eV
SMILES string	C1N[C@H]1[C@H]1CO1
relative energy (zero: lowest compared OMol25 entry of this formula, charge and spin)	76.95	kcal per mole
highest occupied orbital energy	-9.58	eV
F_max	0.40	eV/Å

Atom charges from the Mulliken analysis, given in e for atoms 1 to 5: atom 1 (N): -0.6198, atom 2 (H): 0.2691, atom 3 (H): 0.2456, atom 4 (H): 0.3086, atom 5 (C): -0.5753

This record from the Open Molecules 2025 dataset describes a single C4H7NO molecule. The level of theory is ωB97M-V/def2-TZVPD.

Positions of all 13 atoms, in Å:
H: 0.397 -1.554 -0.338
H: 1.022 0.193 -1.926
C: -1.426 -0.613 0.441
H: -1.175 -0.802 1.491
N: 0.640 1.272 -0.080
C: 1.476 0.753 0.809
H: 2.033 1.538 1.350
C: -0.191 -0.646 -0.375
O: 1.648 -0.439 1.117
H: -1.956 0.338 0.356
H: -0.600 0.962 -1.734
H: -2.080 -1.437 0.120
C: 0.212 0.433 -1.231

frontier orbital gap	0.315	hartree
total energy	-7796.1893	eV
relative energy (zero: lowest compared OMol25 entry of this formula, charge and spin)	79.68	kcal per mole
highest occupied orbital energy	-8.94	eV
F_max	0.37	eV/Å

Atom charges from the Mulliken analysis, given in e for atoms 1 to 5: atom 1 (H): 0.3118, atom 2 (H): 0.2526, atom 3 (C): -1.0970, atom 4 (H): 0.2989, atom 5 (N): -0.5476

This record from the Open Molecules 2025 dataset describes a single C4H7NO molecule. The level of theory is ωB97M-V/def2-TZVPD.

Positions of all 13 atoms, in Å:
H: -2.709 -1.026 -0.940
C: -0.005 -0.324 0.543
H: -1.112 -1.950 0.232
O: -2.682 0.904 -0.368
H: 2.145 1.636 -0.622
H: 2.009 -0.161 -1.181
H: 3.242 0.311 -0.159
N: -2.414 -0.497 -0.133
C: 1.220 0.019 0.730
H: -2.344 1.277 0.493
C: -1.096 -0.924 0.110
C: 2.175 0.485 -0.414
H: 1.571 0.251 1.708

frontier orbital gap	0.335	hartree
total energy	-7794.7476	eV
SMILES string	CC=C=CNO
relative energy (zero: lowest compared OMol25 entry of this formula, charge and spin)	112.92	kcal per mole
highest occupied orbital energy	-8.27	eV
F_max	3.86	eV/Å

Atom charges from the Mulliken analysis, given in e for atoms 1 to 5: atom 1 (H): 0.2693, atom 2 (C): -0.1900, atom 3 (H): 0.3501, atom 4 (O): -0.3957, atom 5 (H): 0.2312